(1)
Computed, not measured: C6H11ClO2S in the gas phase at a distorted geometry, with ωB97M-V/def2-TZVPD.

Results
E_HOMO (eV): -8.95
Strongest force on any atom (hartree/bohr): 0.0612
Frontier orbital gap (eV): 9.20
Total energy (eV): -33848.69911
Energy above the lowest of the compared OMol25 structures with the same formula, charge and spin (kcal per mole): 72.2

Last column: Mulliken charge in e.
Geometry (Å):
C  2.2634  0.1501  -1.2904  -0.152
C  -1.7145  -1.1171  -1.1565  -1.063
C  -0.8009  -0.0786  1.6734  -1.657
C  0.8155  1.4510  0.4787  -1.237
C  -0.9771  0.2667  -0.9784  -0.516
C  -0.1886  0.3195  0.3464  0.636
O  2.2457  -0.7904  -0.3755  -0.100
O  1.0335  -1.9306  1.4639  -0.555
S  0.8285  -1.4911  0.1098  0.458
Cl  3.7859  0.8934  -1.4634  -0.095
H  -2.5896  -0.9803  -0.5486  0.329
H  -1.0607  -1.9236  -0.7739  0.372
H  -2.0331  -1.1879  -2.1795  0.391
H  -1.4301  -0.9356  1.5234  0.475
H  -1.4166  0.7168  2.0797  0.393
H  -0.0342  -0.2956  2.4159  0.469
H  0.3417  2.4669  0.4700  0.403
H  1.5149  1.5157  -0.3844  0.253
H  1.3595  1.4220  1.4324  0.366
H  -0.2446  0.4420  -1.7498  0.369
H  -1.6987  1.0865  -1.0932  0.461

(2)
Computed, not measured: 2 unconnected molecules or ions with the total composition C6H11ClSi at a distorted geometry, with ωB97M-V/def2-TZVPD.

Results
E_HOMO (eV): -6.12
Strongest force on any atom (hartree/bohr): 0.0209
Frontier orbital gap (eV): 2.93
Total energy (eV): -26796.75149
Energy above the lowest of the compared OMol25 structures with the same formula, charge and spin (kcal per mole): 85.4

Last column: Mulliken charge in e.
Geometry (Å):
C  -2.9447  1.6713  0.5303  -0.654
C  -0.3027  -2.4540  0.3893  -0.826
C  -2.2990  0.5026  0.4375  -0.095
C  0.3287  -1.3539  -0.0317  0.757
C  1.7592  -1.3867  -0.4816  -1.275
C  0.5299  1.8167  -0.4955  -1.063
Si  -0.5187  0.3120  -0.0460  0.692
Cl  5.2028  0.5912  0.2729  -0.926
H  -3.9803  1.7226  0.8225  0.273
H  -2.4680  2.6148  0.3240  0.229
H  -1.3227  -2.4379  0.7324  0.224
H  0.1890  -3.4104  0.4166  0.296
H  -2.8540  -0.3986  0.6698  0.252
H  1.9109  -0.8075  -1.3902  0.310
H  2.0774  -2.4089  -0.6621  0.364
H  2.4159  -0.9594  0.2775  0.306
H  0.9495  1.7254  -1.4948  0.355
H  -0.0444  2.7396  -0.4603  0.368
H  1.3713  1.9210  0.1893  0.413

(3)
Computed, not measured: a molecular structure, C6H11ClSi2 at a distorted geometry, with ωB97M-V/def2-TZVPD.

Results
E_HOMO (eV): -9.30
Strongest force on any atom (hartree/bohr): 0.0807
Frontier orbital gap (eV): 8.27
Total energy (eV): -34674.47106
Energy above the lowest of the compared OMol25 structures with the same formula, charge and spin (kcal per mole): 5.1

Last column: Mulliken charge in e.
Geometry (Å):
C  -1.6861  1.4434  -0.0384  -0.509
C  -1.2806  -2.1481  -1.5835  -0.513
C  3.0444  1.7508  0.7894  -0.601
C  -1.6699  0.4450  0.8341  -0.174
C  -1.0234  -2.2589  -0.2898  -0.173
C  2.6021  1.3716  -0.4387  -0.274
Si  -0.2396  -0.9063  0.7487  0.294
Si  1.4269  -0.0789  -0.7304  0.402
Cl  2.8698  -2.1576  0.5633  -0.515
H  -2.5735  2.0862  -0.1750  0.239
H  -0.7784  1.8367  -0.5941  0.065
H  -1.6772  -2.9564  -2.1858  0.280
H  -1.2576  -1.0967  -1.9950  0.153
H  3.5746  2.6221  1.0655  0.324
H  2.5478  1.1733  1.6387  0.119
H  -2.5822  -0.0185  1.2127  0.317
H  -1.2335  -3.1684  0.3461  0.254
H  2.9647  1.8006  -1.2741  0.443
H  0.3222  -1.4670  2.1129  -0.078
H  1.3378  -0.1061  -2.2053  -0.054

(4)
Computed, not measured: C6H11F2N in the gas phase at a distorted geometry, with ωB97M-V/def2-TZVPD.

Results
E_HOMO (eV): -7.46
Strongest force on any atom (hartree/bohr): 0.0795
Frontier orbital gap (eV): 8.47
Total energy (eV): -13320.43811
Energy above the lowest of the compared OMol25 structures with the same formula, charge and spin (kcal per mole): 94.0

Last column: Mulliken charge in e.
Geometry (Å):
C  1.3382  -1.4317  0.3143  -0.520
C  0.2792  -1.5754  -0.7832  -0.688
C  1.5073  0.0045  0.6273  -0.214
C  -0.6815  0.5301  0.0161  0.839
C  -1.4981  1.2833  1.0651  -1.364
C  -0.3325  1.2959  -1.2083  -1.275
N  -0.8629  -0.7768  -0.3874  0.031
F  2.3281  0.7391  -0.1724  -0.319
F  -1.6592  -1.4384  0.6153  -0.292
H  1.0078  -2.0006  1.2484  0.250
H  2.2554  -1.9082  0.0909  0.432
H  0.7849  -1.1490  -1.6699  0.280
H  -0.1425  -2.5527  -0.9513  0.433
H  1.5772  0.2119  1.6568  0.399
H  -1.9963  2.1692  0.7195  0.409
H  -0.8465  1.3479  1.9485  0.276
H  -2.2952  0.6028  1.3264  0.361
H  -1.2437  1.2119  -1.8749  0.335
H  0.5913  0.9498  -1.7199  0.331
H  -0.1109  2.4863  -0.8615  0.296

(5)
Computed, not measured: 2 unconnected molecules or ions with the total composition C6H11F3NO3, with ωB97M-V/def2-TZVPD.

Results
E_HOMO (eV): -13.93
Total charge: +1
Strongest force on any atom (hartree/bohr): 0.0141
Frontier orbital gap (eV): 10.50
Total energy (eV): -22179.49793

Last column: Mulliken charge in e.
Geometry (Å):
N  0.0164  2.0082  1.5129  -0.163
C  1.3106  1.7682  0.7702  -0.516
O  1.0673  1.8047  -0.5870  -0.363
C  1.1211  3.0390  -1.2051  0.888
F  1.0173  4.0207  -0.2942  -0.255
F  0.0908  3.1272  -2.0469  -0.218
F  2.2650  3.1684  -1.8630  -0.206
H  -0.5227  2.7727  1.1052  0.378
H  0.1700  2.1412  2.5108  0.371
H  -0.5466  1.1580  1.4048  0.245
H  1.5841  0.7614  1.0238  0.433
H  2.0938  2.4249  1.1170  0.415
O  1.0548  -1.3613  1.2753  -0.644
C  0.1394  -1.7886  0.6249  0.612
O  -1.1370  -1.4415  0.8907  -0.392
C  -2.0413  -2.1797  0.0283  -0.431
C  -1.1929  -2.5859  -1.1692  -0.485
C  0.1898  -2.7539  -0.5360  -0.435
H  -2.4172  -3.0363  0.5877  0.273
H  -2.8765  -1.5373  -0.2349  0.331
H  -1.5639  -3.4754  -1.6709  0.335
H  -1.1684  -1.7748  -1.8981  0.253
H  0.3421  -3.7581  -0.1379  0.284
H  1.0042  -2.5017  -1.2083  0.291

(6)
Computed, not measured: a gas-phase ion, C6H11FN (charge +1) at a distorted geometry, with ωB97M-V/def2-TZVPD.

Results
E_HOMO (eV): -14.36
Total charge: +1
Strongest force on any atom (hartree/bohr): 0.0998
Frontier orbital gap (eV): 10.41
Total energy (eV): -10597.61813
Energy above the lowest of the compared OMol25 structures with the same formula, charge and spin (kcal per mole): 47.6
SMILES string: C#C[C@](F)(CC)C[NH3+]

Last column: Mulliken charge in e.
Geometry (Å):
C  -2.1107  -1.6778  0.5487  0.162
C  -1.3853  -0.7144  0.2404  -0.936
C  0.7629  -0.7922  -1.8956  -1.084
C  -0.0777  0.3845  -1.6033  -0.389
C  0.8429  0.4235  0.8901  -0.898
C  -0.5418  0.4540  -0.1294  0.659
N  0.2937  0.8932  2.1732  -0.328
F  -1.0517  1.6968  0.1146  -0.373
H  -2.7685  -2.5049  0.8078  0.442
H  1.8317  -0.6655  -1.8732  0.304
H  0.6355  -0.9067  -3.0351  0.298
H  0.3078  -1.5539  -1.2361  0.352
H  -0.8658  0.5024  -2.3670  0.395
H  0.5125  1.3585  -1.7704  0.349
H  1.7952  0.8867  0.5358  0.382
H  0.9674  -0.6980  0.9380  0.440
H  1.1748  0.8461  2.9196  0.442
H  -0.3670  0.1257  2.5661  0.393
H  0.0439  1.9420  2.1756  0.388

(7)
Computed, not measured: C6H11FN2 in the gas phase at a distorted geometry, with ωB97M-V/def2-TZVPD.

Results
E_HOMO (eV): -8.70
Strongest force on any atom (hartree/bohr): 0.0730
Frontier orbital gap (eV): 9.75
Total energy (eV): -12094.21956
Energy above the lowest of the compared OMol25 structures with the same formula, charge and spin (kcal per mole): 73.1

Last column: Mulliken charge in e.
Geometry (Å):
C  0.6688  0.8554  -1.0123  -0.605
C  2.1389  -0.6198  -0.5601  0.160
C  -0.5075  -0.0394  -0.7929  0.658
C  3.1102  -0.2674  0.5961  -1.207
C  -3.0519  -0.0328  -0.2718  -1.385
C  -1.6419  0.4248  0.0106  -0.362
N  1.1547  -1.5481  -0.1095  -0.522
N  -0.0196  -1.3165  -0.1887  -0.077
F  0.8935  1.9236  -0.0815  -0.349
H  0.7235  1.2288  -1.9904  0.387
H  2.5337  -0.7434  -1.5961  0.375
H  -0.8764  -0.5729  -1.6784  0.170
H  3.7594  -1.1589  0.8005  0.343
H  2.5569  -0.0176  1.4431  0.332
H  3.8037  0.4797  0.3207  0.347
H  -3.2837  0.1669  -1.3555  0.331
H  -3.7517  0.6046  0.3258  0.336
H  -3.1605  -1.0415  -0.0542  0.411
H  -1.4931  0.1703  0.9846  0.357
H  -1.7609  1.4940  -0.1782  0.299

(8)
Computed, not measured: C6H11FO in the gas phase at a distorted geometry, with ωB97M-V/def2-TZVPD.

Results
E_HOMO (eV): -9.35
Strongest force on any atom (hartree/bohr): 0.0961
Frontier orbital gap (eV): 10.29
Total energy (eV): -11161.41338
Energy above the lowest of the compared OMol25 structures with the same formula, charge and spin (kcal per mole): 88.2
SMILES string: C/C(=C/CO)[C@@H](C)F

Last column: Mulliken charge in e.
Geometry (Å):
C  0.7767  -1.6929  -0.2561  -0.915
C  0.0821  -0.8478  0.8813  -0.153
C  -0.7559  0.1835  0.4022  0.923
C  -2.1339  -0.3498  0.3142  -1.449
C  -0.4330  1.3640  -0.0597  -0.571
C  0.9717  1.9997  -0.5477  -0.468
H  1.4906  -1.0584  -0.6564  0.262
H  1.1962  -2.4940  0.2487  0.375
H  0.1236  -2.2672  -1.1228  0.227
H  -0.3751  -1.5312  1.5899  0.458
H  -2.4522  -1.4309  -0.0261  0.256
H  -3.0239  0.1538  -0.1291  0.330
H  -2.1342  -0.3887  1.3551  0.387
H  -1.1471  1.9676  -0.4367  0.465
H  1.4731  2.7785  0.0231  0.330
H  0.8909  2.5418  -1.5848  0.241
H  2.2101  0.4838  -0.3575  0.272
O  1.9050  0.8746  -1.1258  -0.575
F  1.3353  -0.2864  1.4884  -0.394